DFT (ωB97M-V/def2-TZVPD) results for a gas-phase ion, C4H11N3O (charge +2) at a distorted geometry.

Results
**Gap between HOMO and LUMO**: 11.26 eV
**SMILES**: CN/C=[NH+]/C(=[NH2+])OC
**LUMO level**: -8.5 eV
**ΔE to the lowest compared entry with this formula, charge and spin**: 16.3 kcal per mole

Geometry as ORCA input:
```
! wB97M-V def2-TZVPD RIJCOSX def2/J DEFGRID3
* xyz 2 1
C -2.6072 1.4500 -0.1311
N -1.3846 1.8245 -0.7092
C -0.3578 1.0613 -0.7140
N -0.0587 0.0413 0.1483
C 1.3845 -0.3489 0.3710
N 2.2541 0.5415 0.6754
O 1.6871 -1.6112 0.4041
C 1.1668 -2.9436 0.0410
H -2.6067 0.4486 0.3200
H -2.8766 2.0858 0.7598
H -3.4268 1.5206 -0.7678
H -1.4720 2.6251 -1.4248
H 0.4562 1.3663 -1.4383
H -0.7485 -0.0152 0.8877
H 1.9487 1.4985 0.8253
H 3.2500 0.2222 0.6545
H 1.4125 -3.4366 1.0943
H 1.8580 -3.3850 -0.7615
H 0.1210 -2.9454 -0.2346
*
```